# 1
C27H40BrClI3N2O5P | wB97M-V/def2-TZVPD

Structure (XYZ):
```
80
Properties=species:S:1:pos:R:3
C 3.13000 2.21977 2.41332
O 2.90854 2.12995 3.80255
C 1.84770 2.93574 4.27275
C 1.36049 2.41408 5.60400
C 0.95616 0.92033 5.61355
C 0.52100 0.40951 4.26941
C 1.23120 -0.49179 3.53524
Br 2.83084 -1.19961 4.23130
C 0.77534 -0.90855 2.24822
I 1.88444 -2.34449 1.20015
C -0.37595 -0.42338 1.70277
P -0.84268 -1.09597 0.03857
O -2.21204 -0.38695 -0.40480
Cl 0.48285 0.04715 -1.09806
C -1.14729 0.51040 2.46153
N -2.29977 1.03552 1.95485
C -2.97324 1.88352 2.68731
C -4.26250 2.43450 2.06008
I -5.18770 3.95792 3.24774
C -4.02139 2.86831 0.58247
C -4.47178 4.26080 0.15608
I -5.06149 1.50077 -0.71501
C -2.51701 2.22972 3.99002
N -1.40944 1.77272 4.49635
C -0.69651 0.90508 3.73587
H 4.20119 2.18851 2.21794
H 2.74074 3.15112 1.99420
H 2.65905 1.38317 1.88524
H 2.20492 3.96568 4.40831
H 1.03264 2.99974 3.54273
H 2.10831 2.60654 6.37319
H 0.48585 3.00898 5.87140
H 1.78500 0.33430 5.99368
H 0.12346 0.79991 6.30570
H -2.14072 0.56079 -0.57514
H -4.96756 1.60953 2.04819
H -2.95780 2.81483 0.36677
H -4.23418 4.36341 -0.90404
H -3.90277 5.03262 0.67441
H -5.54385 4.40619 0.25341
H -3.09283 2.90696 4.60272
C -1.04236 1.98827 -4.12362
C -1.88328 2.88658 -5.02955
C -3.09122 3.17965 -4.14559
O -2.61653 3.16450 -2.79800
C -1.29337 2.61733 -2.76376
H 0.00811 1.95504 -4.38889
H -1.42644 0.96733 -4.14407
H -1.34177 3.80989 -5.24831
H -2.15807 2.42146 -5.97546
H -3.85838 2.40477 -4.25498
H -3.54847 4.14854 -4.35130
H -0.58757 3.43128 -2.56056
H -1.22474 1.89218 -1.95727
C 3.00982 -6.73591 3.25033
C 3.46794 -7.86647 2.32964
C 3.23779 -7.25333 0.95290
O 3.43805 -5.84646 1.10140
C 3.49325 -5.51008 2.48871
H 3.41726 -6.79318 4.25828
H 1.91998 -6.73131 3.32233
H 4.53057 -8.06687 2.48219
H 2.92226 -8.79808 2.47096
H 2.21291 -7.42812 0.60821
H 3.92560 -7.63202 0.19616
H 4.52975 -5.26593 2.74810
H 2.87707 -4.63035 2.66506
C 0.59044 -1.59870 -7.47389
C 1.20411 -2.17541 -6.19900
C 1.53220 -0.91072 -5.41617
O 0.54858 0.05771 -5.78966
C -0.17927 -0.40280 -6.92820
H -0.04658 -2.29919 -8.01152
H 1.37840 -1.26415 -8.15200
H 0.46217 -2.77025 -5.66222
H 2.07836 -2.79999 -6.37446
H 2.52261 -0.52532 -5.68132
H 1.49526 -1.05525 -4.33551
H -1.18607 -0.69463 -6.60675
H -0.26963 0.41268 -7.64713
```

Results
HOMO level: -8.67 eV
lowest unoccupied orbital energy: -0.8 eV
maximum force: 0.0161 hartree/bohr
molecular weight: 999.67 g/mol
calculated total energy: -5807.151919 a.u.
2S+1: 1
HOMO-LUMO gap: 7.90 eV
energy above the lowest of the compared OMol25 structures with the same formula, charge and spin: 0.0 kJ/mol


# 2
C27H40N2OPbS4Si | wB97M-V/def2-TZVPD

Structure (XYZ):
```
76
Properties=species:S:1:pos:R:3
Pb 0.56534 0.84120 0.31135
C 2.37427 2.49381 1.00136
C 3.08005 1.30172 1.36014
C 2.48850 0.76892 2.50806
C 1.37923 1.56690 2.84122
C 1.33011 2.66561 1.93781
H 2.70740 3.23044 0.28656
H 3.97670 0.94390 0.87662
H 2.78024 -0.14542 3.00164
H 0.75649 1.45365 3.71674
H 0.70833 3.54212 2.03687
C 1.69974 -3.15069 -1.27486
C 1.63168 -3.91581 0.03777
S 1.51394 -2.82787 1.49936
C 0.20004 -3.66553 2.43425
C -1.19071 -3.63115 1.80343
S -1.65908 -1.97281 1.19474
C -2.16817 -2.32394 -0.51096
C -1.12770 -2.91594 -1.44883
S 0.39626 -1.91533 -1.60299
H 2.61612 -2.56069 -1.31527
H 1.70282 -3.85493 -2.10794
H 0.78399 -4.59916 0.06320
H 2.54399 -4.50505 0.13721
H 0.50893 -4.69688 2.60856
H 0.18814 -3.13918 3.38894
H -1.26862 -4.31826 0.96204
H -1.93067 -3.91969 2.55016
H -3.04214 -2.97880 -0.47707
H -2.47647 -1.34594 -0.88762
H -0.82591 -3.91828 -1.14989
H -1.57058 -2.97055 -2.44409
C -8.54128 0.94368 -0.52268
C -7.20679 0.64518 -1.19804
C -6.05029 0.70577 -0.20063
N -4.78728 0.27198 -0.79654
C -4.06360 0.93489 -1.72573
S -3.13141 0.09761 -2.82303
N -4.11905 2.30063 -1.80521
C -4.41921 3.33135 -0.89683
O -4.88794 4.35585 -1.34001
C -4.06528 3.18208 0.54028
C -3.10049 2.28469 0.99177
C -2.74505 2.27004 2.33075
C -3.34226 3.14809 3.22259
C -4.30640 4.04283 2.77692
C -4.66087 4.06572 1.44044
H -9.35635 0.90258 -1.24393
H -8.53411 1.93683 -0.07069
H -8.74490 0.21332 0.26244
H -7.02021 1.36920 -1.99509
H -7.23440 -0.34777 -1.65456
H -6.23968 0.04617 0.64782
H -5.95403 1.71521 0.18447
H -4.71144 -0.72527 -0.91747
H -3.81904 2.65699 -2.70254
H -2.59556 1.62627 0.30264
H -1.98423 1.57909 2.67378
H -3.04858 3.14836 4.26454
H -4.77445 4.72964 3.46985
H -5.39822 4.76556 1.06968
C -1.96842 5.34798 -3.59901
Si -0.83202 5.26522 -2.08726
C -1.42200 6.48193 -0.76623
C 0.91602 5.73987 -2.62323
C -0.74129 3.55160 -1.40966
C -0.46497 2.46325 -0.92699
H -1.70639 6.19858 -4.23111
H -3.01022 5.47858 -3.29838
H -1.88871 4.44737 -4.21219
H -1.01249 7.47891 -0.94117
H -1.11521 6.16100 0.23136
H -2.50803 6.56231 -0.77026
H 0.94806 6.75238 -3.03080
H 1.28422 5.05595 -3.39012
H 1.60700 5.69346 -1.77949
```

Results
HOMO level: -8.04 eV
lowest unoccupied orbital energy: 0.0 eV
maximum force: 0.0120 hartree/bohr
molecular weight: 772.18 g/mol
calculated total energy: -3312.628586 a.u.
2S+1: 1
HOMO-LUMO gap: 8.07 eV
energy above the lowest of the compared OMol25 structures with the same formula, charge and spin: 104.7 kJ/mol


# 3
C27H41BrN4O4PRe | wB97M-V/def2-TZVPD

Structure (XYZ):
```
79
Properties=species:S:1:pos:R:3
Re 0.17788 0.33610 -0.33713
N 0.00855 -1.53681 0.76802
C 0.01348 -1.32634 2.24940
C 0.33279 -2.59945 3.04767
C 1.67215 -3.34598 2.84729
C 2.90375 -2.80767 3.62264
N 3.93326 -2.19382 2.78354
C 4.94183 -2.84568 2.20551
N 5.03582 -4.17111 2.29504
N 5.83351 -2.17879 1.47340
C 0.89046 -0.07614 2.48943
O 1.55614 0.09796 3.46410
O 0.75093 0.78610 1.49536
H -0.76838 -2.14237 0.50372
H 0.86864 -2.02596 0.50202
H -0.99396 -0.99780 2.52461
H -0.46932 -3.30302 2.81016
H 0.22340 -2.34195 4.10190
H 1.91899 -3.44065 1.78386
H 1.49021 -4.36172 3.19798
H 3.36058 -3.61292 4.19775
H 2.59937 -2.05941 4.34297
H 3.92611 -1.18710 2.72461
H 4.45055 -4.68921 2.92703
H 5.85029 -4.65127 1.94607
H 5.81366 -1.17619 1.39729
H 6.65425 -2.64259 1.12009
Br 4.67106 1.12262 -2.02405
C 3.89655 0.12420 -3.43883
C 4.62894 0.00667 -4.60316
C 4.07955 -0.64556 -5.70063
C 2.78687 -1.14630 -5.65889
C 2.02796 -0.98394 -4.51796
C 2.57618 -0.37888 -3.38142
C 1.73345 -0.31109 -2.19233
O 0.45184 -0.08320 -2.30872
O 2.14253 -0.45668 -0.99972
H 5.62007 0.43403 -4.66208
H 4.67098 -0.73484 -6.60212
H 2.37749 -1.66383 -6.51493
H 1.00979 -1.34930 -4.47730
C -2.89414 -0.14190 -2.26770
C -2.80875 1.34974 -1.91706
C -1.94133 2.09813 -2.93087
C -4.21196 1.93767 -1.84031
P -1.98095 1.45183 -0.19653
C -3.19379 0.72904 0.94155
C -4.10989 1.48949 1.66741
C -5.06840 0.87108 2.45524
C -5.13822 -0.51375 2.51925
C -4.23149 -1.28258 1.80148
C -3.26764 -0.66837 1.02210
C -1.47928 3.21446 0.28964
C -0.14395 3.44291 -0.44070
C -2.48231 4.28902 -0.12114
C -1.25373 3.24075 1.80844
H -3.26517 -0.24122 -3.28925
H -3.59233 -0.66836 -1.61965
H -1.91669 -0.63049 -2.23197
H -2.32138 1.90354 -3.93551
H -0.90495 1.76059 -2.91516
H -1.97203 3.17699 -2.78387
H -4.69437 1.79857 -2.81075
H -4.21454 3.00541 -1.63118
H -4.82587 1.42667 -1.09911
H -4.11182 2.56643 1.61980
H -5.76651 1.47780 3.01577
H -5.90331 -0.99192 3.11546
H -4.29312 -2.36237 1.84485
H -2.58994 -1.27344 0.43076
H -0.26994 3.61278 -1.50814
H 0.56936 2.59339 -0.29915
H 0.36027 4.31725 -0.02496
H -2.51839 4.42954 -1.20096
H -2.16100 5.23602 0.31916
H -3.49190 4.10663 0.23431
H -0.56275 2.47093 2.13310
H -2.18019 3.13399 2.36577
H -0.81585 4.20365 2.07768
```

Results
charge: +3
HOMO level (alpha / beta): -16.28 / -16.28 eV
lowest unoccupied orbital energy (alpha / beta): -10.6 / -11.0 eV
maximum force: 0.0449 hartree/bohr
molecular weight: 782.73 g/mol
calculated total energy: -4566.209961 a.u.
2S+1: 4
HOMO-LUMO gap (alpha / beta): 5.67 / 5.33 eV
energy above the lowest of the compared OMol25 structures with the same formula, charge and spin: 58.6 kJ/mol